Entry from OMol25: 14 unconnected molecules or ions with the total composition C21H70N10O14 (wB97M-V/def2-TZVPD).

Last columns: bonded neighbours and bond lengths (Å).
Cartesian coordinates (Å):
1 C -3.813 -3.761 -3.144  C2 1.523, H4 1.084, H5 1.076, H6 1.048
2 C -2.319 -3.636 -2.877  C1 1.523, O3 1.404, H7 1.073, H8 1.044
3 O -1.986 -4.998 -2.799  C2 1.404, H9 0.953
4 H -4.002 -4.330 -4.047  C1 1.084
5 H -4.239 -2.788 -3.314  C1 1.076
6 H -4.387 -4.166 -2.367  C1 1.048
7 H -2.151 -3.125 -1.950  C2 1.073
8 H -1.881 -3.126 -3.676  C2 1.044
9 H -2.542 -5.360 -2.115  O3 0.953
10 C -0.718 3.527 -2.172  C11 1.487, H13 1.082, H14 1.049, H15 1.115
11 C 0.020 3.639 -3.458  C10 1.487, O12 1.433, H16 1.077, H17 1.073
12 O 1.213 4.358 -3.121  C11 1.433, H18 0.990
13 H -0.200 2.918 -1.442  C10 1.082
14 H -1.643 3.056 -2.325  C10 1.049
15 H -0.780 4.506 -1.644  C10 1.115
16 H -0.506 3.984 -4.332  C11 1.077
17 H 0.483 2.736 -3.806  C11 1.073
18 H 0.990 5.295 -3.346  O12 0.990
19 C -3.451 1.911 -3.543  C20 1.523, H22 1.115, H23 1.024, H24 1.052
20 C -3.273 0.412 -3.744  C19 1.523, O21 1.417, H25 1.076, H26 1.110
21 O -2.253 -0.185 -2.963  C20 1.417, H27 0.954
22 H -2.520 2.208 -4.080  C19 1.115
23 H -3.496 2.158 -2.551  C19 1.024
24 H -4.362 2.260 -3.937  C19 1.052
25 H -3.184 0.285 -4.809  C20 1.076
26 H -4.205 -0.090 -3.408  C20 1.110
27 H -2.655 -0.502 -2.157  O21 0.954
28 C -2.855 1.678 0.912  C29 1.455, H31 1.094, H32 1.123, H33 1.084
29 C -4.296 1.874 0.898  C28 1.455, O30 1.425, H34 1.055, H35 1.080
30 O -4.770 1.618 2.218  C29 1.425, H36 0.945
31 H -2.432 2.529 1.453  C28 1.094
32 H -2.540 1.808 -0.158  C28 1.123
33 H -2.586 0.647 1.110  C28 1.084
34 H -4.701 1.200 0.194  C29 1.055
35 H -4.521 2.849 0.492  C29 1.080
36 H -5.711 1.538 2.195  O30 0.945
37 C 4.213 2.349 -3.333  C38 1.522, H40 1.089, H41 1.114, H42 1.141
38 C 3.183 1.420 -2.708  C37 1.522, O39 1.434, H43 1.205, H44 1.138
39 O 2.740 2.251 -1.626  C38 1.434, H45 0.960
40 H 3.830 3.293 -3.719  C37 1.089
41 H 4.664 1.923 -4.258  C37 1.114
42 H 5.155 2.455 -2.696  C37 1.141
43 H 3.735 0.514 -2.137  C38 1.205
44 H 2.418 1.194 -3.519  C38 1.138
45 H 2.340 3.054 -1.966  O39 0.960
46 C 0.932 0.265 0.177  C47 1.584, H49 1.090, H50 1.049, H51 1.049
47 C -0.165 -0.848 -0.081  C46 1.584, O48 1.380, H52 1.093, H53 1.060
48 O 0.466 -2.058 0.123  C47 1.380, H54 1.015
49 H 1.239 0.291 1.223  C46 1.090
50 H 0.541 1.226 0.018  C46 1.049
51 H 1.688 0.230 -0.550  C46 1.049
52 H -0.612 -0.800 -1.078  C47 1.093
53 H -0.841 -0.810 0.734  C47 1.060
54 H 0.703 -2.092 1.110  O48 1.015
55 C 0.967 4.240 0.986  C56 1.535, H58 1.041, H59 1.112, H60 1.063
56 C 1.336 5.186 2.136  C55 1.535, O57 1.387, H61 1.093, H62 1.056
57 O 2.499 5.839 1.756  C56 1.387, H63 1.003
58 H 1.518 3.368 1.123  C55 1.041
59 H 1.126 4.702 -0.013  C55 1.112
60 H -0.072 4.028 1.071  C55 1.063
61 H 1.688 4.676 3.036  C56 1.093
62 H 0.635 5.962 2.290  C56 1.056
63 H 2.799 6.547 2.399  O57 1.003
64 C -2.740 -4.289 0.701  O65 1.435, N66 1.309, N67 1.323
65 O -2.527 -5.247 -0.346  C64 1.435
66 N -1.903 -3.321 0.976  C64 1.309, H68 1.012, H69 1.053
67 N -3.811 -4.300 1.477  C64 1.323, H70 1.090, H71 1.068
68 H -1.084 -3.269 0.385  N66 1.012
69 H -2.081 -2.398 1.450  N66 1.053
70 H -4.607 -4.868 0.996  N67 1.090
71 H -4.004 -3.776 2.387  N67 1.068
72 C 0.986 -3.467 2.742  O73 1.365, N74 1.277, N75 1.297
73 O 2.336 -3.627 2.866  C72 1.365
74 N 0.199 -4.399 2.366  C72 1.277, H76 1.024, H77 1.020
75 N 0.466 -2.279 2.754  C72 1.297, H78 1.048, H79 0.994
76 H 0.575 -5.343 2.243  N74 1.024
77 H -0.672 -4.114 1.916  N74 1.020
78 H 1.101 -1.496 3.038  N75 1.048
79 H -0.515 -2.114 2.787  N75 0.994
80 C 2.971 0.712 3.989  O81 1.462, N82 1.282, N83 1.293
81 O 1.933 -0.295 3.771  C80 1.462
82 N 2.793 1.938 3.658  C80 1.282, H84 1.062, H85 1.058
83 N 4.171 0.427 4.375  C80 1.293, H86 1.060, H87 1.071
84 H 1.754 2.081 3.490  N82 1.062
85 H 3.511 2.699 3.505  N82 1.058
86 H 4.291 -0.606 4.580  N83 1.060
87 H 4.784 1.169 4.845  N83 1.071
88 C 4.875 0.818 0.976  O89 1.359, N90 1.266, N91 1.308
89 O 5.518 0.848 -0.220  C88 1.359
90 N 3.703 1.285 1.083  C88 1.266, H92 1.018, H93 1.028
91 N 5.487 0.521 2.094  C88 1.308, H94 1.047, H95 1.034
92 H 3.204 1.508 0.225  N90 1.018
93 H 3.216 1.331 1.988  N90 1.028
94 H 6.482 0.255 1.901  N91 1.047
95 H 4.955 0.493 2.980  N91 1.034
96 C -3.658 -1.752 3.307  O97 1.402, N98 1.355, N99 1.270
97 O -2.330 -1.526 2.918  C96 1.402
98 N -4.046 -2.887 3.939  C96 1.355, H100 1.029, H101 1.065
99 N -4.585 -0.906 3.110  C96 1.270, H102 1.029, H103 1.022
100 H -3.300 -3.502 4.292  N98 1.029
101 H -5.075 -3.019 4.181  N98 1.065
102 H -4.305 -0.066 2.586  N99 1.029
103 H -5.546 -1.196 2.920  N99 1.022
104 C 1.127 -1.011 -3.212  O105 1.414, H106 1.072, H107 1.125, H108 1.085
105 O 2.052 -1.754 -2.442  C104 1.414, H109 0.999
106 H 0.202 -1.552 -3.190  C104 1.072
107 H 1.399 -0.750 -4.273  C104 1.125
108 H 0.978 -0.031 -2.772  C104 1.085
109 H 1.773 -1.726 -1.483  O105 0.999
110 C 3.940 -2.571 -0.061  O111 1.410, H112 1.093, H113 1.138, H114 1.108
111 O 4.463 -3.513 0.848  C110 1.410, H115 0.954
112 H 3.188 -3.003 -0.725  C110 1.093
113 H 4.596 -1.917 -0.722  C110 1.138
114 H 3.424 -1.794 0.536  C110 1.108
115 H 3.884 -3.728 1.575  O111 0.954

LUMO level   -0.7 eV
Calculated total energy   -66470.732 eV
Charge   0
HOMO energy   -0.3004 Eh
Energy above the lowest of the compared OMol25 structures with the same formula, charge and spin   486.3 kJ/mol